(1)
DFT (ωB97M-V/def2-TZVPD) results for a structure of composition C36H28Br2N2OOsP2Se at a distorted geometry.

## Properties
**Frontier orbital gap (spin up / spin down)**: 7.477 / 4.822 eV
**Largest force on an atom**: 1.031 eV/A
**Expectation value of S²**: 6.060
**Energy**: -9895.69150 Ha
**Multiplicity**: 5
**Highest occupied orbital energy (spin up / spin down)**: -0.473 / -0.479 Eh
**ΔE to the lowest compared entry with this formula, charge and spin**: 0.3362 eV
**Total charge**: +2

XYZ file:
```
73
Properties=species:S:1:pos:R:3:lowdin_charge:R:1
Os -1.53857 -0.62332 -1.16124 1.3649
C -2.71888 -3.85310 -2.23860 -0.0092
C -2.28765 -2.92303 -3.33067 -0.2718
C -2.34904 -3.39115 -4.65701 0.0118
C -1.93951 -2.61899 -5.70071 0.0244
C -1.43233 -1.32400 -5.45675 -0.1731
C -0.94012 -0.44219 -6.44839 -0.6094
Br -0.90919 -0.96362 -8.25438 0.8653
C -0.46424 0.78847 -6.10512 -0.1355
C -0.46235 1.19162 -4.75677 -0.5819
Br 0.22165 2.87766 -4.29045 0.8582
C -0.93635 0.37133 -3.78017 -0.3759
O -0.95633 0.70304 -2.46565 -0.3632
C -1.41432 -0.89550 -4.12286 -0.1464
N -1.84325 -1.69337 -3.06417 0.0091
H -1.91032 -4.55852 -2.02201 0.1076
H -3.57643 -4.43955 -2.56511 0.1014
H -2.97534 -3.33188 -1.33050 0.0239
H -2.73991 -4.38626 -4.82788 0.1324
H -1.99440 -2.98748 -6.71663 0.0993
H -0.07940 1.45454 -6.86530 0.1105
C -0.08589 0.75845 2.01569 -0.4069
P -0.47109 0.96476 0.21729 0.8773
C -1.61568 2.35802 0.19810 -0.3808
C -1.42093 3.50281 -0.56858 -0.0777
C -2.40140 4.48663 -0.58692 -0.0427
C -3.57312 4.32414 0.13875 -0.0448
C -3.78462 3.16796 0.87943 -0.0548
C -2.81151 2.18145 0.90591 -0.1037
C 1.15879 1.45743 -0.39633 -0.4073
C 1.71920 2.66633 0.02724 -0.0960
C 2.98019 3.03839 -0.41464 -0.0471
C 3.68848 2.20855 -1.27463 -0.0430
C 3.14699 0.99590 -1.68380 -0.0511
C 1.88645 0.61969 -1.24737 -0.1096
P 1.48130 -0.12352 2.32673 1.1991
C 1.15591 -1.84628 2.59840 -0.3381
C 0.29278 -2.50845 1.70939 -0.1051
C -0.03630 -3.82999 1.92842 -0.0686
C 0.52460 -4.51271 3.00643 -0.0185
C 1.41247 -3.87251 3.86658 -0.0360
C 1.74088 -2.54464 3.66848 -0.0492
C 2.33682 0.59457 3.70124 -0.3770
C 3.68912 0.25605 3.86169 -0.0927
C 4.39054 0.74132 4.95050 -0.0437
C 3.75425 1.57331 5.86575 -0.0274
C 2.41971 1.92770 5.69485 -0.0428
C 1.70670 1.45526 4.60709 -0.0659
H -0.89254 0.29221 2.57932 0.0787
H 0.06398 1.78300 2.35792 0.0630
H -0.52624 3.62058 -1.16625 0.0880
H -2.24873 5.37982 -1.17916 0.1195
H -4.32991 5.09863 0.12025 0.1199
H -4.71023 3.02895 1.42430 0.1180
H -2.98281 1.27384 1.47974 0.0998
H 1.16886 3.32477 0.69248 0.1157
H 3.40630 3.98238 -0.09778 0.1196
H 4.66678 2.50968 -1.62839 0.1202
H 3.70146 0.35206 -2.35403 0.1187
H 1.46885 -0.32186 -1.56984 0.0888
H -0.12524 -1.98568 0.85965 0.0340
H -0.72188 -4.33445 1.25971 0.1042
H 0.27047 -5.55216 3.17544 0.1252
H 1.84653 -4.40987 4.69898 0.1235
H 2.41330 -2.04838 4.35309 0.1073
H 4.18555 -0.37865 3.13441 0.1188
H 5.43310 0.48095 5.08228 0.1223
H 4.30407 1.95562 6.71664 0.1238
H 1.93253 2.57474 6.41220 0.1217
H 0.66625 1.73275 4.49468 0.1069
Se -3.79546 -3.27028 2.14591 0.8483
C -2.92409 -2.35646 0.99694 -0.9159
N -2.30925 -1.72749 0.17619 -0.2587
```

(2)
DFT (ωB97M-V/def2-TZVPD) results for a structure of composition C36H28BrF4I2N4O2PSTc.

## Properties
**Frontier orbital gap (spin up / spin down)**: 7.142 / 5.868 eV
**Largest force on an atom**: 0.836 eV/A
**Expectation value of S²**: 3.785
**Energy**: -6146.92691 Ha
**Multiplicity**: 4
**Highest occupied orbital energy (spin up / spin down)**: -0.481 / -0.485 Eh
**ΔE to the lowest compared entry with this formula, charge and spin**: 0.0000 eV
**Total charge**: +2

XYZ file:
```
80
Properties=species:S:1:pos:R:3:lowdin_charge:R:1
Tc 0.43723 0.42733 -0.48845 1.3903
I -3.13368 4.11909 -0.06430 1.0357
C -1.66056 3.87777 -1.49666 -0.6331
C -1.44899 4.85839 -2.49740 -0.1841
C -0.47701 4.71704 -3.44434 -0.6586
I -0.26226 6.18290 -4.89993 1.0284
C 0.36618 3.57777 -3.42236 -0.1909
C 1.42075 3.29898 -4.31635 0.0117
C 2.16490 2.15085 -4.18102 -0.0102
C 1.88505 1.26862 -3.13919 -0.0832
N 0.90841 1.50772 -2.26926 -0.0510
C 0.13869 2.63597 -2.40887 -0.1703
C -0.88859 2.75772 -1.46287 -0.4082
O -1.03328 1.72036 -0.58273 -0.3492
H -2.07881 5.73772 -2.50647 0.0928
H 1.64156 3.99857 -5.11470 0.0827
H 2.97651 1.92843 -4.86117 0.1243
H 2.46477 0.36272 -2.99496 0.1221
F -1.37754 -5.42605 4.66328 0.1864
C -1.19981 -4.32366 3.97536 -0.1301
C -1.37501 -3.09918 4.57390 -0.1309
F -1.71585 -3.02846 5.84268 0.1764
C -1.20151 -1.94627 3.84071 -0.2121
F -1.41634 -0.81373 4.49846 0.1245
C -0.82456 -1.95488 2.49491 -0.2747
P -0.67817 -0.29528 1.68920 1.0634
C 0.21192 0.65110 2.94015 -0.4429
C -0.08876 1.98767 3.18122 -0.1308
C 0.68470 2.71255 4.07621 -0.0507
C 1.76909 2.11333 4.70589 -0.0451
C 2.08069 0.78475 4.44259 -0.0489
C 1.29937 0.04974 3.56112 -0.1121
C -2.42859 0.16689 1.62480 -0.3612
C -3.10002 0.89141 2.60235 -0.0816
C -4.46984 1.09841 2.48244 -0.0569
C -5.16591 0.59113 1.39507 -0.0564
C -4.49642 -0.14011 0.41884 -0.0583
C -3.13284 -0.34768 0.53522 -0.1160
C -0.67798 -3.22000 1.91103 -0.5734
Br -0.36593 -3.45735 0.07699 0.9059
C -0.85654 -4.37942 2.64205 -0.2640
F -0.72313 -5.57284 2.08002 0.1027
H -0.90261 2.47511 2.65319 0.1025
H 0.44206 3.75062 4.27955 0.1205
H 2.37338 2.68316 5.40296 0.1189
H 2.92825 0.31768 4.93180 0.1170
H 1.53720 -0.99394 3.37232 0.1151
H -2.58161 1.26293 3.47477 0.1035
H -4.99478 1.65348 3.25403 0.1211
H -6.23492 0.75637 1.30898 0.1194
H -5.04387 -0.55046 -0.42349 0.1136
H -2.60906 -0.94051 -0.21063 0.0731
C 6.27588 -0.72327 1.19801 -0.0005
C 4.86657 -0.66359 0.70348 -0.2640
C 4.25456 -1.75536 0.06441 0.0190
C 2.96654 -1.61701 -0.36090 -0.0881
N 2.30511 -0.45421 -0.16846 -0.1319
C 2.97028 0.55500 0.44552 -0.7616
S 1.94127 1.95136 0.57192 0.7979
N 4.20616 0.49159 0.88497 0.1489
H 6.70062 -1.72134 1.11571 0.0887
H 6.31602 -0.38637 2.23411 0.0994
H 6.88736 -0.02587 0.61961 0.1050
H 4.78627 -2.68508 -0.08448 0.1281
H 2.43332 -2.41357 -0.85116 0.0894
C -1.76238 -2.56178 -4.68895 0.0066
N -0.70131 -2.22414 -3.71153 -0.0984
C 0.51336 -3.05152 -3.74575 0.0026
C -0.88594 -1.27576 -2.81492 -0.4525
C -2.13420 -0.44893 -2.88136 0.0341
O -0.03697 -1.06819 -1.88886 -0.2533
H -1.41063 -3.38621 -5.29906 0.1005
H -1.98445 -1.72351 -5.34657 0.1005
H -2.67672 -2.87386 -4.18593 0.1068
H 0.90800 -3.05494 -4.75855 0.1055
H 0.28370 -4.07830 -3.45649 0.1075
H 1.25915 -2.64489 -3.07511 0.0688
H -2.98843 -1.03298 -2.51812 0.1080
H -2.35754 -0.13910 -3.90126 0.1004
H -2.02149 0.42739 -2.24722 0.0660
```

(3)
DFT (ωB97M-V/def2-TZVPD) results for a structure of composition C36H28NP2S2V at a distorted geometry.

## Properties
**Frontier orbital gap (spin up / spin down)**: 5.596 / 6.652 eV
**Largest force on an atom**: 3.599 eV/A
**Expectation value of S²**: 3.771
**Energy**: -3866.48387 Ha
**Multiplicity**: 4
**Highest occupied orbital energy (spin up / spin down)**: -0.109 / -0.148 Eh
**Total charge**: -1

XYZ file:
```
70
Properties=species:S:1:pos:R:3:lowdin_charge:R:1
V -0.04239 1.53953 1.29792 0.3004
S 1.36887 2.47336 -0.26775 0.2392
P 1.18289 0.21899 -0.35465 0.6041
C -0.48948 -0.02048 0.24603 -0.6536
P -1.86183 -0.31393 -0.83938 0.4091
S -3.56058 0.57905 -0.23334 0.2341
C -1.60776 0.33318 -2.54835 -0.3460
C -1.49177 -0.50665 -3.67319 -0.0945
C -1.52801 0.05356 -4.95920 -0.0967
C -1.50454 1.44319 -5.15359 -0.1110
C -1.53210 2.27504 -4.03792 -0.0890
C -1.59180 1.72572 -2.73626 -0.1067
C -2.07749 -2.13088 -1.00426 -0.3309
C -1.36056 -3.08274 -0.23041 -0.0574
C -1.66165 -4.43787 -0.44878 -0.0888
C -2.68430 -4.77798 -1.33585 -0.1113
C -3.40456 -3.83428 -2.05240 -0.0886
C -3.10994 -2.48109 -1.88079 -0.1293
C 2.29284 -0.72463 0.74504 -0.3236
C 1.81194 -1.43302 1.89459 -0.0781
C 2.58515 -2.43572 2.46420 -0.0950
C 3.92143 -2.60137 2.08180 -0.0983
C 4.44778 -1.78925 1.07509 -0.0946
C 3.64083 -0.89800 0.35610 -0.0883
C 1.71710 -0.34993 -1.97345 -0.3659
C 1.89660 -1.72576 -2.09714 -0.0828
C 2.26106 -2.23715 -3.36397 -0.0704
C 2.75674 -1.35913 -4.32296 -0.1035
C 2.73229 0.01886 -4.13841 -0.0826
C 2.17183 0.55658 -2.95990 -0.0780
H -1.49115 -1.58321 -3.58047 0.0900
H -1.54466 -0.58690 -5.84473 0.0936
H -1.54666 1.85997 -6.16200 0.0925
H -1.52102 3.36250 -4.14566 0.0981
H -1.71220 2.41436 -1.87515 0.0954
H -0.61110 -2.79364 0.50960 0.0878
H -1.21941 -5.19719 0.14367 0.0816
H -2.89903 -5.81101 -1.49842 0.0838
H -4.23655 -4.14697 -2.66279 0.0936
H -3.65304 -1.67856 -2.38792 0.0983
H 0.79643 -1.21418 2.28050 0.1000
H 2.21402 -3.03946 3.28894 0.0976
H 4.55818 -3.31102 2.58260 0.0887
H 5.47096 -1.90464 0.77230 0.0880
H 4.06136 -0.44514 -0.54318 0.1127
H 1.74532 -2.39499 -1.24146 0.1152
H 2.14988 -3.26469 -3.57284 0.0830
H 3.14400 -1.75932 -5.24703 0.0917
H 3.09888 0.67276 -4.90491 0.0898
H 2.12932 1.64393 -2.79512 0.0679
C -3.91418 1.68230 3.24471 -0.0759
C -3.70699 2.80397 4.06476 -0.0748
C -2.43481 3.28684 4.27582 -0.0360
C -1.40070 2.70632 3.57876 -0.2298
N -1.63305 1.72175 2.65381 0.0125
C -2.81741 1.11095 2.65261 -0.2097
C -0.01482 2.96858 3.81209 -0.2248
C 0.39332 3.78949 4.84493 -0.0541
C 1.74924 3.96211 5.01873 -0.1180
C 2.62701 3.27341 4.20016 -0.1065
C 2.20333 2.48117 3.12723 -0.1364
C 0.86146 2.31430 2.92739 -0.2202
H -4.90966 1.23611 3.15263 0.1052
H -4.53985 3.27810 4.56978 0.0966
H -2.25289 4.08173 5.01884 0.1071
H -2.81951 0.15284 2.13302 0.0492
H -0.33793 4.29264 5.47821 0.0936
H 2.15291 4.63604 5.75736 0.0865
H 3.71696 3.34508 4.37300 0.0959
H 2.86546 1.97645 2.45143 0.0684
```

The highest largest force on an atom belongs to which entry? C36H28NP2S2V

What is the multiplicity in the third record? 4

Which of these has the lowest largest force on an atom? C36H28BrF4I2N4O2PSTc